The following is a DFT calculation (ωB97M-V with the def2-TZVPD basis set) of a 13-piece molecular cluster, C72H182N12O25 overall in a non-equilibrium geometry.

Summary:
LUMO = 0.02112 hartree
Frontier orbital gap = 0.31791 hartree
Energy above the lowest of the compared OMol25 structures with the same formula, charge and spin = 0.0 kcal/mol
HOMO energy = -8.076 eV

Last columns: bonded neighbours and bond lengths (Å).
Positions of all 291 atoms, in Å:
1 H 24.401 26.165 16.534  C75 1.057
2 C 25.980 25.024 13.399  H22 1.064, H158 1.144, H224 1.070, O253 1.410
3 H 31.061 18.903 13.780  C287 1.127
4 H 24.490 20.790 17.513  C242 1.161
5 H 16.821 20.951 21.204  C195 1.097
6 H 16.771 14.330 20.439  C127 1.140
7 H 29.432 21.673 15.052  C165 1.154
8 O 32.863 20.450 12.910  C49 1.441, C174 1.421
9 H 22.384 20.238 11.255  C268 1.148
10 O 21.062 12.404 19.804  C32 1.419, C40 1.471
11 H 21.398 27.186 17.259  C186 1.118
12 H 34.124 21.324 11.662  C49 1.091
13 O 18.713 16.247 20.346  C139 1.423, C238 1.373
14 H 22.409 23.897 16.865  C79 1.114
15 H 23.199 12.994 16.270  C142 1.080
16 H 19.109 20.840 26.311  C68 1.074
17 H 34.247 21.996 13.236  C49 1.090
18 N 24.246 23.494 17.602  C79 1.442, H97 1.021, C128 1.448
19 C 29.270 15.999 18.398  C72 1.520, O115 1.433, H143 1.111, H145 1.084
20 N 19.274 24.477 24.437  C63 1.494, C69 1.439, H138 1.068
21 C 21.217 14.299 21.276  C40 1.519, N96 1.492, H108 1.101, H204 1.083
22 H 26.334 24.731 12.440  C2 1.064
23 H 25.903 18.156 21.308  C28 1.100
24 H 17.808 21.224 19.104  C247 1.098
25 N 26.632 13.911 13.155  C51 1.422, H119 1.059, C272 1.455
26 H 22.950 20.795 16.502  C242 1.118
27 C 17.209 10.360 20.930  H67 1.098, H85 1.098, H177 1.103, O244 1.439
28 C 25.540 18.316 20.282  H23 1.100, H150 1.082, H241 1.095, O261 1.383
29 H 24.815 20.707 24.040  C111 1.101
30 C 22.257 18.273 12.232  H52 1.113, N110 1.444, H248 1.122, C268 1.483
31 H 17.320 20.086 17.751  C247 1.157
32 C 20.821 11.012 19.675  O10 1.419, H43 1.054, H141 1.057, H212 1.142
33 H 29.623 19.274 15.605  N286 1.014
34 H 26.081 12.037 11.174  C58 1.075
35 H 28.302 26.623 18.174  C134 1.128
36 H 27.172 22.265 15.949  C137 1.134
37 C 27.413 28.462 17.820  H86 1.081, C134 1.465, H215 1.064, O254 1.493
38 H 27.384 23.450 21.188  C234 1.136
39 H 16.177 19.205 21.443  C195 1.130
40 C 21.035 12.792 21.223  O10 1.471, C21 1.519, H50 1.114, H80 1.161
41 H 30.324 20.511 13.415  C287 1.113
42 H 24.537 24.729 23.248  C65 1.122
43 H 21.372 10.457 20.382  C32 1.054
44 H 32.353 21.483 14.617  C174 1.052
45 O 27.779 20.452 16.759  C107 1.410, C137 1.405
46 H 26.672 15.048 17.691  N113 1.028
47 H 21.044 25.920 18.353  C186 1.082
48 H 22.698 19.733 20.166  C178 1.114
49 C 34.162 21.042 12.715  O8 1.441, H12 1.091, H17 1.090, H233 1.087
50 H 20.040 12.500 21.629  C40 1.114
51 C 26.757 15.327 13.190  N25 1.422, H122 1.050, H255 1.080, C285 1.569
52 H 21.287 18.184 11.694  C30 1.113
53 H 26.316 18.344 14.865  C191 1.078
54 H 31.209 15.342 13.616  C188 1.094
55 O 29.209 15.444 13.345  C188 1.389, C285 1.405
56 H 26.123 23.894 16.764  C128 1.126
57 H 30.599 18.341 17.894  C258 1.076
58 C 26.941 11.815 11.780  H34 1.075, H98 1.091, O209 1.457, C272 1.543
59 H 27.131 17.579 16.268  C191 1.122
60 H 28.144 25.934 13.716  C155 1.075
61 C 16.794 24.863 21.067  H93 1.123, H147 1.081, H154 1.070, O251 1.413
62 N 23.689 21.990 22.883  C111 1.428, H124 1.049, C187 1.483
63 C 20.381 24.694 25.418  N20 1.494, C77 1.576, H114 1.114, H199 1.086
64 N 22.905 19.470 18.144  H123 1.032, C178 1.505, C242 1.478
65 C 24.590 24.221 22.249  H42 1.122, O116 1.431, H130 1.085, C187 1.499
66 H 31.670 17.084 18.697  C258 1.050
67 H 16.210 10.658 21.274  C27 1.098
68 C 19.249 21.820 25.896  H16 1.074, H218 1.121, H252 1.124, O290 1.410
69 C 18.413 25.603 24.195  N20 1.439, H105 1.129, H184 1.098, C216 1.550
70 H 20.157 23.870 20.394  C271 1.131
71 H 24.443 19.644 15.201  C250 1.092
72 C 28.191 15.219 19.130  C19 1.520, H112 1.107, N113 1.444, H206 1.084
73 H 16.113 14.643 18.788  C127 1.079
74 H 18.997 26.229 17.012  C182 1.118
75 C 23.457 25.760 16.783  H1 1.057, C79 1.535, O146 1.408, H278 1.063
76 H 20.402 22.816 21.783  C271 1.057
77 C 21.157 23.351 25.696  C63 1.576, H104 1.049, H221 1.151, O290 1.453
78 H 25.593 16.875 15.528  C191 1.081
79 C 23.450 24.231 16.651  H14 1.114, N18 1.442, C75 1.535, H94 1.113
80 H 21.854 12.170 21.762  C40 1.161
81 O 20.477 18.781 16.702  H161 1.004, H239 1.001
82 H 24.508 21.563 13.593  C92 1.145
83 H 29.068 23.723 20.523  C234 1.126
84 H 24.391 15.862 19.234  C153 1.111
85 H 17.909 10.192 21.760  C27 1.098
86 H 27.913 29.018 18.600  C37 1.081
87 H 18.254 12.039 17.647  C160 1.082
88 H 22.755 14.167 19.885  N96 1.032
89 C 25.418 26.008 20.763  O116 1.481, H126 1.093, H208 1.112, H235 1.071
90 H 24.311 19.949 22.553  C111 1.072
91 C 16.774 11.791 19.084  C160 1.546, O244 1.393, H259 1.131, H270 1.108
92 C 24.545 21.094 12.549  H82 1.145, O144 1.382, H284 1.072, H291 1.112
93 H 15.693 24.937 21.277  C61 1.123
94 H 23.749 23.843 15.652  C79 1.113
95 H 15.184 20.688 21.603  C195 1.100
96 N 22.553 14.697 20.747  C21 1.492, H88 1.032, C164 1.395
97 H 23.756 23.357 18.488  N18 1.021
98 H 26.674 11.130 12.586  C58 1.091
99 H 25.688 22.651 23.073  C187 1.057
100 H 21.088 15.973 12.922  C211 1.108
101 H 18.763 13.705 19.362  N180 1.051
102 O 22.910 16.111 15.696  C136 1.459, C163 1.402
103 H 19.410 21.792 17.390  C202 1.119
104 H 22.029 23.525 26.252  C77 1.049
105 H 18.008 26.062 25.144  C69 1.129
106 H 30.131 14.953 15.101  C188 1.118
107 C 28.989 21.111 17.059  O45 1.410, H131 1.095, H159 1.087, C165 1.530
108 H 21.243 14.451 22.367  C21 1.101
109 H 28.925 24.405 14.025  C155 1.129
110 N 22.117 17.717 13.557  C30 1.444, H200 1.011, C211 1.522
111 C 24.006 20.661 23.295  H29 1.101, N62 1.428, H90 1.072, C172 1.511
112 H 27.649 15.959 19.750  C72 1.107
113 N 27.375 14.487 18.190  H46 1.028, C72 1.444, C260 1.463
114 H 21.152 25.420 25.070  C63 1.114
115 O 29.683 17.076 19.247  C19 1.433, C258 1.429
116 O 25.667 24.718 21.448  C65 1.431, C89 1.481
117 H 20.935 18.277 24.029  C214 1.100
118 H 30.422 16.636 14.494  C188 1.111
119 H 26.313 13.529 14.090  N25 1.059
120 H 25.942 21.098 16.221  C137 1.080
121 H 17.823 24.902 17.116  C182 1.077
122 H 26.822 15.659 12.196  C51 1.050
123 H 23.449 18.718 18.595  N64 1.032
124 H 23.057 22.100 22.053  N62 1.049
125 H 30.792 21.918 15.996  C165 1.091
126 H 25.335 26.804 21.507  C89 1.093
127 C 17.018 14.656 19.375  H6 1.140, H73 1.079, C139 1.524, N180 1.465
128 C 25.601 23.979 17.758  N18 1.448, H56 1.126, H129 1.085, C264 1.561
129 H 25.624 25.010 18.094  C128 1.085
130 H 23.621 24.396 21.791  C65 1.085
131 H 29.402 20.569 17.917  C107 1.095
132 H 22.592 16.551 21.547  C164 1.128
133 H 18.301 25.431 15.572  C182 1.064
134 C 28.169 27.322 17.298  H35 1.128, C37 1.465, N236 1.419, H281 1.139
135 H 16.644 24.345 24.019  C216 1.104
136 C 21.665 15.855 14.979  O102 1.459, C211 1.500, H213 1.083, H225 1.097
137 C 26.959 21.155 15.861  H36 1.134, O45 1.405, H120 1.080, H269 1.080
138 H 19.647 24.153 23.490  N20 1.068
139 C 17.564 16.071 19.524  O13 1.423, C127 1.524, H276 1.154, H288 1.084
140 H 18.887 18.088 19.563  C238 1.084
141 H 21.221 10.729 18.738  C32 1.057
142 C 24.120 12.457 16.440  H15 1.080, H193 1.124, O232 1.399, H282 1.093
143 H 28.921 16.406 17.425  C19 1.111
144 O 24.071 19.805 12.390  C92 1.382, C268 1.480
145 H 30.149 15.371 18.311  C19 1.084
146 O 23.065 26.211 18.058  C75 1.408, C186 1.429
147 H 17.174 25.823 20.746  C61 1.081
148 H 15.467 22.257 19.099  C173 1.150
149 H 28.398 12.898 12.879  C272 1.074
150 H 26.198 17.877 19.545  C28 1.082
151 O 19.718 24.289 16.554  C166 1.438, C182 1.432
152 H 19.603 22.038 20.489  C271 1.113
153 C 24.172 16.357 20.203  H84 1.111, H156 1.129, C164 1.462, O261 1.417
154 H 17.031 24.146 20.309  C61 1.070
155 C 28.107 25.094 14.386  H60 1.075, H109 1.129, C162 1.486, O253 1.371
156 H 24.848 15.828 20.936  C153 1.129
157 H 26.099 13.777 19.726  C260 1.095
158 H 25.058 24.410 13.684  C2 1.144
159 H 28.871 22.142 17.381  C107 1.087
160 C 17.487 12.689 18.047  H87 1.082, C91 1.546, N180 1.439, H222 1.095
161 H 21.278 18.795 17.307  O81 1.004
162 C 28.450 25.559 15.755  C155 1.486, H175 1.156, H198 1.097, N236 1.450
163 C 22.772 15.899 17.075  O102 1.402, H169 1.094, H210 1.102, H249 1.120
164 C 22.783 16.059 20.549  N96 1.395, H132 1.128, C153 1.462, H217 1.136
165 C 30.005 21.167 15.917  H7 1.154, C107 1.530, H125 1.091, N286 1.433
166 C 19.282 23.141 15.806  O151 1.438, H196 1.163, C202 1.494, H280 1.084
167 H 26.503 10.396 9.708  C230 1.101
168 H 23.677 20.958 19.447  C178 1.082
169 H 22.683 14.827 17.279  C163 1.094
170 C 21.577 21.377 19.171  C178 1.512, O228 1.442, H246 1.072, H263 1.050
171 O 25.457 18.601 16.643  C191 1.393, C250 1.401
172 C 22.774 20.062 23.934  C111 1.511, H179 1.067, O229 1.366, H267 1.113
173 C 15.695 21.162 18.836  H148 1.150, O223 1.366, H240 1.099, C247 1.575
174 C 32.382 20.500 14.246  O8 1.421, H44 1.052, H231 1.132, C287 1.525
175 H 28.274 24.801 16.610  C162 1.156
176 H 22.014 17.022 24.741  C214 1.089
177 H 16.940 9.379 20.503  C27 1.103
178 C 22.746 20.427 19.295  H48 1.114, N64 1.505, H168 1.082, C170 1.512
179 H 22.599 20.516 24.884  C172 1.067
180 N 18.024 13.887 18.637  H101 1.051, C127 1.465, C160 1.439
181 H 24.182 28.546 18.495  C274 1.073
182 C 18.668 25.263 16.556  H74 1.118, H121 1.077, H133 1.064, O151 1.432
183 H 26.476 11.898 17.296  C190 1.083
184 H 18.955 26.373 23.629  C69 1.098
185 H 16.592 21.968 16.595  N227 1.027
186 C 21.745 26.733 18.221  H11 1.118, H47 1.082, O146 1.429, H226 1.106
187 C 24.869 22.757 22.413  N62 1.483, C65 1.499, H99 1.057, H194 1.102
188 C 30.305 15.575 14.188  H54 1.094, O55 1.389, H106 1.118, H118 1.111
189 H 31.201 18.397 19.512  C258 1.072
190 C 25.887 12.472 18.000  H183 1.083, H220 1.116, O232 1.412, C260 1.546
191 C 26.148 17.772 15.763  H53 1.078, H59 1.122, H78 1.081, O171 1.393
192 H 22.751 15.583 13.126  C211 1.083
193 H 24.700 12.228 15.506  C142 1.124
194 H 25.219 22.416 21.425  C187 1.102
195 C 16.005 20.240 21.024  H5 1.097, H39 1.130, H95 1.100, O223 1.401
196 H 20.263 22.701 15.365  C166 1.163
197 O 27.574 23.631 19.114  C234 1.436, C264 1.392
198 H 29.504 25.863 15.736  C162 1.097
199 H 19.936 25.068 26.336  C63 1.086
200 H 22.848 17.982 14.204  N110 1.011
201 H 27.952 9.413 9.965  C230 1.086
202 C 18.688 21.996 16.560  H103 1.119, C166 1.494, N227 1.526, H245 1.089
203 H 28.073 16.979 14.016  C285 1.150
204 H 20.380 14.900 20.941  C21 1.083
205 H 28.317 22.062 20.426  C234 1.119
206 H 28.580 14.496 19.838  C72 1.084
207 H 27.953 15.535 15.056  C285 1.118
208 H 24.457 26.002 20.203  C89 1.112
209 O 27.916 11.082 10.982  C58 1.457, C230 1.405
210 H 23.644 16.335 17.588  C163 1.102
211 C 21.971 16.202 13.552  H100 1.108, N110 1.522, C136 1.500, H192 1.083
212 H 19.733 10.683 19.780  C32 1.142
213 H 20.986 16.559 15.444  C136 1.083
214 C 21.833 18.091 24.636  H117 1.100, H176 1.089, O229 1.406, H262 1.101
215 H 27.182 29.093 16.995  C37 1.064
216 C 17.186 25.083 23.404  C69 1.550, H135 1.104, O251 1.379, H283 1.073
217 H 22.092 16.490 19.758  C164 1.136
218 H 18.315 22.423 26.033  C68 1.121
219 H 20.204 17.620 20.528  C238 1.089
220 H 25.385 11.770 18.708  C190 1.116
221 H 21.404 22.838 24.695  C77 1.151
222 H 16.826 12.919 17.205  C160 1.095
223 O 15.594 20.102 19.692  C173 1.366, C195 1.401
224 H 25.829 26.074 13.541  C2 1.070
225 H 21.549 14.764 14.952  C136 1.097
226 H 21.789 27.441 19.070  C186 1.106
227 N 17.346 22.125 17.274  H185 1.027, C202 1.526, C247 1.399
228 O 21.629 22.370 20.216  C170 1.442, C271 1.428
229 O 22.949 18.712 24.049  C172 1.366, C214 1.406
230 C 27.188 9.995 10.472  H167 1.101, H201 1.086, O209 1.405, H265 1.070
231 H 33.063 19.866 14.891  C174 1.132
232 O 24.865 13.206 17.359  C142 1.399, C190 1.412
233 H 34.923 20.331 13.025  C49 1.087
234 C 28.107 23.159 20.361  H38 1.136, H83 1.126, O197 1.436, H205 1.119
235 H 26.281 26.222 20.167  C89 1.071
236 N 27.665 26.725 16.113  C134 1.419, C162 1.450, H257 1.003
237 H 25.223 29.873 18.639  C274 1.103
238 C 19.118 17.552 20.476  O13 1.373, H140 1.084, H219 1.089, H289 1.107
239 H 20.811 18.477 15.809  O81 1.001
240 H 14.989 20.985 18.012  C173 1.099
241 H 25.498 19.406 20.189  C28 1.095
242 C 23.656 20.126 17.054  H4 1.161, H26 1.118, N64 1.478, C250 1.526
243 H 25.728 22.781 19.601  C264 1.095
244 O 17.730 11.291 19.964  C27 1.439, C91 1.393
245 H 18.598 21.197 15.826  C202 1.089
246 H 20.635 20.866 19.177  C170 1.072
247 C 17.149 21.125 18.231  H24 1.098, H31 1.157, C173 1.575, N227 1.399
248 H 23.053 17.782 11.611  C30 1.122
249 H 21.921 16.464 17.535  C163 1.120
250 C 24.250 19.080 16.115  H71 1.092, O171 1.401, C242 1.526, H266 1.141
251 O 17.510 24.461 22.217  C61 1.413, C216 1.379
252 H 19.420 21.770 24.786  C68 1.124
253 O 26.855 24.535 14.391  C2 1.410, C155 1.371
254 O 26.105 27.998 18.371  C37 1.493, C274 1.396
255 H 25.810 15.683 13.569  C51 1.080
256 H 22.162 20.242 13.107  C268 1.094
257 H 26.729 26.458 16.354  N236 1.003
258 C 30.848 17.735 18.746  H57 1.076, H66 1.050, O115 1.429, H189 1.072
259 H 16.301 10.911 18.554  C91 1.131
260 C 26.726 13.394 18.914  N113 1.463, H157 1.095, C190 1.546, H279 1.119
261 O 24.270 17.769 20.248  C28 1.383, C153 1.417
262 H 21.680 18.463 25.661  C214 1.101
263 H 21.673 21.858 18.243  C170 1.050
264 C 26.365 23.047 18.750  C128 1.561, O197 1.392, H243 1.095, H277 1.062
265 H 26.740 9.431 11.264  C230 1.070
266 H 23.616 18.140 15.987  C250 1.141
267 H 21.857 20.201 23.319  C172 1.113
268 C 22.601 19.716 12.254  H9 1.148, C30 1.483, O144 1.480, H256 1.094
269 H 27.137 20.847 14.842  C137 1.080
270 H 15.996 12.366 19.625  C91 1.108
271 C 20.369 22.810 20.726  H70 1.131, H76 1.057, H152 1.113, O228 1.428
272 C 27.526 13.144 12.302  N25 1.455, C58 1.543, H149 1.074, H275 1.096
273 H 24.885 29.258 17.049  C274 1.112
274 C 25.101 28.925 18.088  H181 1.073, H237 1.103, O254 1.396, H273 1.112
275 H 27.781 13.753 11.428  C272 1.096
276 H 16.752 16.848 19.787  C139 1.154
277 H 26.594 22.182 18.178  C264 1.062
278 H 22.755 26.097 16.058  C75 1.063
279 H 27.543 12.785 19.376  C260 1.119
280 H 18.621 23.462 15.009  C166 1.084
281 H 29.200 27.732 17.042  C134 1.139
282 H 23.860 11.517 16.934  C142 1.093
283 H 16.527 25.920 23.272  C216 1.073
284 H 24.072 21.891 12.009  C92 1.072
285 C 28.016 15.830 13.979  C51 1.569, O55 1.405, H203 1.150, H207 1.118
286 N 30.441 19.865 15.506  H33 1.014, C165 1.433, C287 1.456
287 C 30.957 19.963 14.148  H3 1.127, H41 1.113, C174 1.525, N286 1.456
288 H 17.868 16.328 18.515  C139 1.084
289 H 18.619 18.121 21.283  C238 1.107
290 O 20.394 22.398 26.483  C68 1.410, C77 1.453
291 H 25.642 21.081 12.365  C92 1.112